# 1
Below is a cluster of 2 separate species, C5H13NO in total at a distorted geometry, with properties calculated with ωB97M-V with the def2-TZVPD basis set.

Geometry (Å):
C1 -2.226 -0.091 0.681
C2 -0.802 -0.614 0.411
C3 -0.095 0.188 -0.638
C4 0.932 0.994 -0.377
C5 1.645 1.773 -1.436
N1 -2.942 -0.752 1.756
H1 -2.804 -0.171 -0.227
H2 -2.171 0.982 0.892
H3 -0.942 -1.637 0.059
H4 -0.213 -0.582 1.326
H5 -0.394 -0.016 -1.667
H6 1.354 0.994 0.607
H7 2.091 2.692 -1.024
H8 1.024 2.202 -2.232
H9 2.485 1.276 -1.928
H10 -3.187 -1.694 1.473
H11 -2.359 -0.839 2.584
H12 3.098 -1.834 0.603
H13 2.619 -0.983 -0.527
O1 2.889 -1.891 -0.336

Its energy is -8932.6636 eV. As for the HOMO-LUMO gap: 9.969 eV. The value obtained for the relative energy (zero: lowest compared OMol25 entry of this formula, charge and spin) is 31.07 kcal/mol. The SMILES is C/C=C/CCN.O.


# 2
Below is a structure of composition C5H13NO at a distorted geometry, with properties calculated with ωB97M-V with the def2-TZVPD basis set.

Geometry (Å):
C1 -0.317 -0.587 0.352
C2 -0.472 -0.242 -1.023
C3 2.540 -0.355 0.344
C4 -0.245 0.415 1.471
C5 -2.350 -0.152 -0.403
N1 -0.044 0.952 -1.539
O1 1.463 -1.139 -0.020
H1 -0.584 -1.599 0.619
H2 -0.510 -1.061 -1.729
H3 0.030 1.011 -2.542
H4 0.671 1.450 -1.026
H5 3.494 -0.854 0.106
H6 2.577 -0.133 1.429
H7 2.564 0.626 -0.181
H8 -0.157 1.446 1.123
H9 0.620 0.201 2.099
H10 -1.133 0.350 2.102
H11 -2.777 -0.432 0.558
H12 -2.779 -0.793 -1.172
H13 -2.591 0.896 -0.567

Its energy is -8929.5228 eV. As for the HOMO-LUMO gap: 8.770 eV. The value obtained for the relative energy (zero: lowest compared OMol25 entry of this formula, charge and spin) is 103.50 kcal/mol.


> Among the records above, which one has the highest energy?

number 2